C8H17O4S2 | ωB97M-V/def2-TZVPD

Strongest force on any atom, eV Å⁻¹: 3.39
2S+1: 1
HOMO energy, eV: -3.6
Orbital gap, eV: 6.54
Calculated total energy, a.u.: -1412.138895
Total charge: -1
Relative energy (zero: lowest compared OMol25 entry of this formula, charge and spin), kcal per mole: 59.0

Last column: Löwdin charge in e.
Geometry (Å):
C  -1.69733  0.64182  -0.01810  -0.386
H  -3.16340  0.40844  1.48246  0.082
C  -1.37443  0.35758  2.45924  -0.086
C  0.16807  -0.12205  -2.91352  -0.162
H  2.83461  1.85539  1.97470  0.040
C  1.18266  -0.28365  -0.64915  -0.364
H  -2.30465  2.02273  1.58987  0.092
H  2.14614  -1.05958  -2.54717  0.126
O  3.59496  -0.81821  0.37746  -0.413
C  -2.25566  0.98647  1.33415  -0.292
H  1.93841  0.67341  -2.30826  0.065
O  -3.72061  -0.96783  -0.35779  -0.490
H  -2.11902  1.38643  -0.79239  0.102
H  2.40208  0.30098  2.59891  0.042
H  -1.49625  0.83956  3.40283  0.054
O  -1.40656  -1.99121  0.33994  -0.318
C  1.42489  -0.24911  -2.15411  -0.380
O  3.24340  1.40203  -0.69266  -0.414
C  2.29958  0.94978  1.77006  -0.145
S  -2.36684  -0.83603  -0.82862  0.971
H  -1.72376  -0.69429  2.35606  0.082
H  0.31547  0.03942  -3.94535  0.047
H  -0.51010  0.54846  -0.19697  0.070
H  -0.58736  -3.14880  -0.90437  -0.025
C  -0.64601  -2.90648  0.09609  -0.072
H  -0.59498  -0.99694  -2.77695  0.063
S  2.66219  0.27239  0.07651  0.608
H  1.31399  1.32236  1.71605  -0.005
H  -0.35222  0.60780  2.16549  0.038
H  1.06955  -1.26787  -0.20744  0.023
H  -0.27683  0.72700  -2.44699  0.045


C4H13N2O | ωB97M-V/def2-TZVPD

Strongest force on any atom, eV Å⁻¹: 1.18
2S+1: 1
HOMO energy, eV: -12.1
Orbital gap, eV: 9.11
Calculated total energy, a.u.: -344.708407
Total charge: +1
Relative energy (zero: lowest compared OMol25 entry of this formula, charge and spin), kcal per mole: 36.7

Last column: Löwdin charge in e.
Geometry (Å):
H  -0.71270  0.81734  1.43841  0.122
H  2.10892  0.07720  1.13580  0.131
C  0.82140  -1.02621  -1.20499  -0.129
H  -1.94463  2.41893  3.40915  0.069
H  0.14351  0.78866  -0.11712  0.117
C  1.08970  -0.29177  1.21176  -0.134
O  -1.87607  2.00209  2.54298  -0.043
H  0.24191  -1.01800  -3.80137  0.104
H  0.56111  1.77442  1.11248  0.164
H  -2.30649  2.62898  1.94960  0.064
N  0.16439  0.85904  0.90637  0.179
H  -1.12273  -0.06727  -3.67719  0.096
H  1.65558  -1.34853  -1.81514  0.116
N  -0.26074  -0.34813  -3.23800  0.067
H  0.95881  -0.67633  2.21703  0.128
H  -1.22016  -0.50817  -1.38876  0.125
H  1.43936  -2.24511  0.44654  0.120
C  0.75568  -1.43840  0.23048  -0.184
H  -0.23077  -1.76377  0.53703  0.117
C  -0.26607  -0.63500  -1.89505  -0.228


C4H14NO3 | ωB97M-V/def2-TZVPD

Strongest force on any atom, eV Å⁻¹: 5.51
2S+1: 1
HOMO energy, eV: -13.3
Orbital gap, eV: 10.36
Calculated total energy, a.u.: -440.959014
Total charge: +1
Relative energy (zero: lowest compared OMol25 entry of this formula, charge and spin), kcal per mole: 62.4

Last column: Löwdin charge in e.
Geometry (Å):
H  -1.69363  1.22001  0.76582  0.150
H  1.20760  1.96875  1.25616  0.115
H  -1.05121  -3.00960  1.30291  0.108
H  -1.93577  0.29699  -0.70066  0.176
C  0.58441  -1.54432  -0.95564  -0.307
H  -0.85046  3.48356  0.94300  0.069
C  0.47749  2.22914  0.51970  -0.122
N  -1.35159  0.45123  0.13532  0.242
C  1.02158  -0.14978  -0.41462  -0.168
H  -0.24497  -2.03692  -2.81328  0.111
H  -0.07755  1.31835  -1.56125  0.168
O  -0.38650  -2.26053  1.49061  -0.159
O  -0.07837  -1.40604  -2.11972  -0.050
H  0.17266  -2.64260  2.34420  0.175
H  1.35015  -0.27714  0.69140  0.146
C  0.01605  0.97670  -0.48721  -0.163
H  0.13896  -2.10482  -0.13853  0.047
H  1.95319  0.20710  -0.91122  0.135
H  0.98824  2.98739  0.03962  0.103
O  -0.68800  2.63400  1.22149  -0.035
H  1.66957  -2.00064  -1.30034  0.174
H  -1.22184  -0.34082  0.69224  0.089


C21H16N3O10SV | ωB97M-V/def2-TZVPD

Strongest force on any atom, eV Å⁻¹: 0.71
2S+1: 3
HOMO energy (spin up / spin down), eV: -8.5 / -8.8
Orbital gap (spin up / spin down), eV: 7.21 / 7.41
Calculated total energy, a.u.: -3068.867466
Relative energy (zero: lowest compared OMol25 entry of this formula, charge and spin), kcal per mole: 16.2

Last column: Mulliken spin population.
Geometry (Å):
H  -1.65574  -3.13296  0.70821  -0.002
H  -2.22552  -0.89565  5.42462  0.000
H  -4.22043  2.60461  0.03255  0.000
H  4.67735  0.51165  -4.03233  0.000
O  1.25997  -0.11518  3.11318  0.000
H  0.45172  1.00341  -4.44853  0.000
C  1.18913  -1.74900  -0.14818  0.001
V  0.02668  -0.19870  1.68049  2.000
N  1.91909  -0.80858  0.54538  -0.008
H  0.91712  -4.01371  -2.61675  0.000
C  2.72028  0.69197  -5.90823  0.000
O  -1.17075  0.18539  -0.30615  0.001
H  1.94928  1.28697  -6.39646  0.000
C  -0.33255  -1.51554  4.12008  0.003
S  2.21407  0.68049  0.11595  0.004
C  -3.76885  2.26793  0.95614  0.000
O  -0.89323  1.04233  4.81254  0.002
C  1.53390  -2.44562  -1.30606  -0.009
O  -2.16408  1.78572  -1.44038  0.001
H  -2.65563  2.60152  -1.27961  0.000
H  2.45418  -2.21608  -1.82401  -0.001
C  1.08769  -0.89094  4.15861  0.005
C  -0.76869  -2.97887  0.10625  0.012
C  -3.83756  1.94093  3.30595  -0.002
C  -1.90481  1.14281  -0.30668  -0.002
O  1.86510  -1.09872  5.04521  0.011
H  0.21047  1.01693  -1.99306  0.001
C  0.67695  -3.44135  -1.72969  0.007
O  -0.93282  -1.30963  2.97796  -0.018
H  -5.35736  2.98981  2.21943  0.000
C  -2.57646  1.57290  0.95433  -0.005
O  -2.78580  -0.18830  5.01571  0.001
N  0.04759  -2.00614  0.50301  -0.015
C  2.57843  0.73905  -4.41226  0.000
C  3.69477  0.61386  -3.58769  0.000
C  -2.61874  1.27290  3.20793  0.010
H  4.43544  0.55200  -1.56672  0.000
C  -0.48452  -3.73237  -1.01313  -0.004
H  3.69457  1.06320  -6.22367  0.000
C  1.32789  0.89171  -3.82080  0.000
C  2.30759  0.77462  -1.64314  0.001
N  -1.98213  1.09079  2.05419  0.003
H  -1.14832  -4.52640  -1.32182  0.000
H  2.62449  -0.33437  -6.26898  0.000
H  -4.31478  2.02481  4.27202  0.000
O  0.98714  1.40299  0.57051  -0.001
C  -1.98489  0.70968  4.45261  -0.004
O  -0.85644  -2.03452  5.08701  0.009
C  -4.41272  2.46605  2.17129  0.002
O  3.44877  1.16758  0.63512  -0.002
C  3.56918  0.63190  -2.20952  0.000
C  1.18400  0.90610  -2.44243  0.002


C12H10BrMnN3 | ωB97M-V/def2-TZVPD

Strongest force on any atom, eV Å⁻¹: 3.02
2S+1: 5
HOMO energy (spin up / spin down), eV: -3.2 / -2.7
Orbital gap (spin up / spin down), eV: 5.30 / 4.36
Calculated total energy, a.u.: -4352.509163
Total charge: -1
Relative energy (zero: lowest compared OMol25 entry of this formula, charge and spin), kcal per mole: 6.4

Last column: Mulliken spin population.
Geometry (Å):
C  -2.57844  0.96438  -3.99702  -0.012
H  -1.09279  -2.59220  0.45824  0.009
H  -1.64319  -0.58748  -5.33544  0.003
H  -0.02682  3.15155  -3.75208  -0.003
C  -1.54826  0.34540  -4.78421  0.112
N  -0.11030  0.35681  1.61250  -0.035
H  -2.59301  2.86867  -2.82685  -0.005
C  -2.07061  2.17440  -3.48006  0.053
Mn  -0.02506  -0.05110  -0.23319  3.625
H  -1.09729  -1.88934  -2.18167  0.002
C  1.77672  -1.10817  -0.56491  0.010
H  1.39376  -2.16218  1.40500  0.002
H  2.79360  -0.74196  -0.46990  0.002
C  -0.29103  -1.72346  -1.47186  0.070
C  -0.39588  1.17355  -4.73841  -0.028
C  -0.70093  2.31815  -3.94316  0.090
C  0.07994  0.69713  2.73648  0.066
C  -0.28081  -2.12559  -0.08360  -0.011
H  1.29660  -0.72609  -2.73609  -0.005
N  1.23855  0.11752  5.91492  0.014
N  0.10948  1.10378  3.92769  0.026
C  0.98505  -1.09551  -1.76495  -0.062
C  0.72284  0.55986  4.95275  -0.005
H  0.56438  0.99175  -5.21632  -0.003
Br  -0.11465  1.93577  -1.33529  0.161
H  -3.58249  0.57922  -3.83476  -0.001
C  1.01728  -1.80675  0.44821  -0.077


C5H9NO2 | ωB97M-V/def2-TZVPD

Strongest force on any atom, eV Å⁻¹: 1.40
2S+1: 1
HOMO energy, eV: -8.3
Orbital gap, eV: 7.63
Calculated total energy, a.u.: -401.074698
Relative energy (zero: lowest compared OMol25 entry of this formula, charge and spin), kcal per mole: 64.0

Last column: Löwdin charge in e.
Geometry (Å):
H  -3.39834  1.40015  -0.55519  0.068
H  2.94750  -0.73243  2.50639  0.065
C  1.23180  -0.70883  1.29745  -0.111
O  -0.88178  1.30698  -0.21301  -0.058
C  -2.98287  0.62388  -1.19549  -0.017
H  -2.88228  1.00767  -2.20854  0.071
C  1.86539  -0.82420  2.45507  0.061
H  0.18179  -0.83951  1.08693  0.106
O  -1.13502  -0.83432  -0.71445  -0.126
C  1.49000  0.11840  -0.95082  0.165
H  2.13336  0.64788  -1.64452  0.116
H  0.45803  -0.20659  -1.22626  0.079
H  2.91409  0.17442  0.43139  0.158
N  1.97497  -0.13328  0.21012  0.040
H  1.38555  -1.06885  3.38973  0.068
C  -1.55871  0.36326  -0.66350  -0.750
H  -3.51423  -0.31861  -1.13082  0.065